{
  "formula": "BrMgPd",
  "method": "the ωB97M-V functional and the def2-TZVPD basis",
  "elements": ["Pd", "Mg", "Br"],
  "coordinates": [[2.418, -0.835, -0.134], [-2.327, 0.526, 0.799], [-0.090, 0.309, -0.665]],
  "lowdin_charge": [1.04, 1.47, 0.49],
  "e_above_lowest_kcal_mol": 0.0,
  "largest_force_ev_per_a": 0.31,
  "molar_mass_g_mol": 210.63,
  "e_lumo_ev": [-16.8, -19.0],
  "multiplicity": 3,
  "orbital_gap_ev": [9.15, 5.79],
  "homo_energy_ha": [-0.95445, -0.91149],
  "total_energy_ha": -2900.5571,
  "s_squared": 2.006,
  "charge": 3
}